(1)
Here is a cluster of 2 separate species, C33H43NO3 in total in a non-equilibrium geometry from the Open Molecules 2025 dataset. Energies are from ωB97M-V with the def2-TZVPD basis set.

```
80
Properties=species:S:1:pos:R:3:forces:R:3:mulliken_charge:R:1
C -0.875 1.105 4.636 0.1137 0.3005 0.0637 -1.6790
C -1.302 0.214 3.505 0.8330 -0.7061 -0.1505 0.2768
O -0.314 -0.809 3.327 -0.9035 1.2503 0.6625 -0.1913
C -0.150 -1.345 2.089 1.2696 -2.3525 -0.2075 1.0257
C 0.519 -2.614 2.214 -0.2515 1.3213 -0.1575 0.1346
C 0.786 -3.482 1.107 1.0138 0.3129 0.2956 0.4381
O 1.862 -4.108 1.047 -0.5317 -0.4126 -0.1598 -0.7475
C -0.222 -3.664 -0.007 -0.2211 -0.2258 0.1255 0.1049
C 0.085 -2.761 -1.194 -0.0647 0.2947 -0.1594 -0.0601
C 1.496 -2.920 -1.811 -0.4327 -0.0586 -0.3131 -1.1832
C 2.389 -1.671 -1.694 0.2358 0.0598 -0.2989 -0.7764
C 3.673 -1.832 -0.860 0.2135 -0.0471 0.1149 -0.6675
C 3.997 -0.632 0.048 -0.2032 -0.1868 0.0525 -1.3949
C 3.134 -0.545 1.315 -0.2627 0.1430 -0.0175 0.5604
C 3.502 -1.575 2.385 0.1999 -0.0702 -0.0171 -0.7500
C 2.518 -1.662 3.559 0.0751 -0.2334 0.1490 -0.6228
C 1.397 -2.713 3.442 -0.0085 -0.3938 0.0617 -1.6897
O -0.419 -0.721 1.055 -1.2806 0.3632 0.0194 -0.8092
H -1.668 1.835 4.818 0.0682 0.0694 0.1217 0.4705
H -0.709 0.528 5.553 0.0222 0.1115 -0.1914 0.2961
H 0.041 1.646 4.370 -0.1543 -0.1346 0.1548 0.3426
H -2.232 -0.293 3.764 0.0455 0.0386 -0.0276 0.0417
H -1.406 0.759 2.566 -0.1175 0.1047 0.0003 0.2691
H -0.206 -4.719 -0.324 0.0911 0.2157 0.1820 0.6734
H -1.224 -3.446 0.380 0.3363 -0.0202 -0.1408 -0.9247
H -0.660 -2.962 -1.976 -0.0758 0.0160 0.0227 0.2642
H -0.076 -1.734 -0.841 0.1233 -0.2078 -0.2972 0.0792
H 1.987 -3.807 -1.389 -0.0577 0.2787 -0.0605 0.5389
H 1.341 -3.111 -2.884 0.1484 -0.1265 0.2444 0.4930
H 2.705 -1.418 -2.719 -0.1094 0.2096 0.2760 0.4554
H 1.804 -0.814 -1.331 0.0566 -0.2097 0.0242 0.3945
H 3.619 -2.753 -0.258 -0.0394 0.2926 -0.1122 0.3226
H 4.512 -1.959 -1.560 -0.1030 -0.1022 0.2078 0.4816
H 5.055 -0.697 0.334 -0.1103 0.1209 0.0297 0.3824
H 3.865 0.301 -0.516 0.1275 -0.1117 -0.0705 0.3796
H 3.267 0.457 1.754 -0.0863 -0.1628 -0.0737 0.4083
H 2.061 -0.617 1.062 0.4110 -0.0527 -0.0516 -0.5256
H 3.635 -2.569 1.933 -0.1078 0.2085 0.1421 0.1834
H 4.475 -1.269 2.799 -0.0488 -0.1419 -0.1640 0.5571
H 3.095 -1.933 4.451 -0.0657 0.1312 0.0581 0.4409
H 2.079 -0.674 3.749 0.0858 -0.0833 -0.0087 0.2007
H 0.753 -2.623 4.329 0.2964 -0.1408 -0.0655 0.3514
H 1.857 -3.711 3.446 -0.1012 0.2024 0.0145 0.4675
C -3.225 -0.574 -2.388 0.0593 0.5354 0.0066 -1.8190
C -3.371 -1.861 -1.688 0.6372 -0.9925 0.5167 -0.1684
N -3.631 -2.995 -2.381 0.0439 0.3841 0.2123 0.2987
C -3.717 -3.078 -3.829 0.0186 0.1432 -0.1767 -0.9376
C -3.774 -4.083 -1.513 0.2475 0.3160 0.7582 0.1491
C -3.613 -3.592 -0.197 -0.6601 -0.4259 -0.7414 0.2957
C -3.677 -4.478 0.874 -0.1351 -0.5003 -0.1683 0.7855
C -3.952 -5.824 0.616 0.0221 0.3515 -0.1227 -1.1393
C -4.135 -6.290 -0.699 0.1800 0.5254 -0.2995 -0.7788
C -4.022 -5.417 -1.794 -0.0672 -0.3844 0.3439 -1.1157
C -3.364 -2.162 -0.293 0.2034 -0.9122 -0.3755 1.1597
C -3.255 -1.321 0.821 -1.8269 1.2981 -1.5866 -0.8672
C -4.294 -1.285 1.798 -0.2875 0.0819 0.9485 0.9860
C -5.389 -2.197 1.862 0.1362 -0.2522 0.4221 -0.3632
C -6.185 -2.269 2.996 0.2263 0.1631 -0.5728 -1.1093
C -5.982 -1.381 4.061 0.0284 0.2348 -0.1369 0.9978
C -6.757 -1.545 5.327 -0.0677 0.0794 0.3284 -1.4993
C -5.087 -0.315 3.893 -0.3414 0.1703 -0.0135 -0.7223
C -4.312 -0.230 2.752 0.6181 -0.3069 -0.1273 -1.1263
H -3.193 0.209 -1.629 0.0662 0.1250 -0.2479 0.4429
H -2.300 -0.522 -2.990 -0.3085 -0.1379 0.2695 0.3166
H -4.081 -0.390 -3.056 0.2664 -0.0014 0.2050 0.4135
H -3.856 -4.127 -4.095 0.0710 0.3017 -0.0776 0.3465
H -4.559 -2.490 -4.221 0.1616 -0.2037 0.1956 0.3015
H -2.793 -2.696 -4.287 -0.2281 -0.2207 0.1477 0.3183
H -3.563 -4.105 1.888 0.1084 -0.2366 -0.1040 0.7133
H -4.040 -6.520 1.450 0.0647 0.1553 -0.2290 0.4290
H -4.352 -7.343 -0.863 0.0698 0.1997 -0.0320 0.4076
H -4.113 -5.741 -2.830 -0.0566 -0.1992 0.3787 0.2961
H -2.561 -0.492 0.776 0.1056 0.1954 0.0461 0.6345
H -5.576 -2.886 1.043 0.1060 0.1269 0.2318 0.7427
H -6.978 -3.018 3.064 0.2582 0.2145 -0.0546 0.4315
H -6.299 -0.952 6.123 -0.1445 -0.1412 -0.0332 0.3893
H -7.804 -1.224 5.227 0.2682 -0.0541 -0.1015 0.2994
H -6.768 -2.598 5.628 -0.0117 0.1591 0.0128 0.3834
H -5.012 0.453 4.671 -0.0347 -0.2944 -0.3401 0.3654
H -3.650 0.621 2.575 -0.2258 -0.3615 0.2389 0.7302
```
Forces are in eV/Å.

Output
E_LUMO = -2.6 eV
HOMO-LUMO gap = 3.09 eV


(2)
Here is a structure of composition C33H44Br16N2O3 in a non-equilibrium geometry from the Open Molecules 2025 dataset. Energies are from ωB97M-V with the def2-TZVPD basis set.

```
98
Properties=species:S:1:pos:R:3:forces:R:3:mulliken_charge:R:1
O 2.755 -3.206 0.517 7.6193 -3.1053 -2.2813 -0.4681
C 3.949 -3.728 0.154 -5.3287 2.3644 1.2451 0.0893
C 5.082 -2.868 -0.712 -1.0299 1.0802 0.0198 0.1365
C 4.906 -1.253 -0.317 1.3038 2.0548 1.6772 0.5689
C 6.024 -0.553 0.689 -4.1085 1.8202 -2.2487 -0.3448
C 5.849 1.052 1.077 -3.8950 -0.8141 -2.6696 -0.5555
C 4.547 1.878 0.493 1.6790 -3.4816 -0.0444 -0.4277
C 3.420 1.124 -0.483 0.0494 -0.2086 -0.0715 0.2471
N 2.256 1.968 -0.919 -0.4349 -5.8117 -2.3200 -0.4439
C 1.286 1.217 -1.785 3.5211 -0.6587 1.6825 0.3523
O 0.068 1.961 -2.233 1.0912 -2.2461 3.8128 -0.3596
C -0.725 2.067 -0.967 -0.1654 4.5428 5.2586 0.3054
O -0.489 3.110 -0.124 -1.3984 -6.7957 -5.8448 -0.5310
C -1.845 0.978 -0.468 -1.9718 -2.3071 0.5493 0.6132
C -2.064 0.830 1.177 -2.6455 -2.8872 -1.3380 -0.5572
C -3.173 -0.227 1.800 3.4563 0.1170 -2.2459 -0.3673
C -4.112 -1.219 0.862 4.5974 0.8583 -0.6525 -0.3118
C -3.887 -1.050 -0.787 3.9623 0.1568 0.4116 -0.5201
C -2.790 0.038 -1.425 1.1535 -0.7115 3.2597 -0.6055
C 1.531 -0.330 -2.226 1.3391 0.1380 0.9657 -0.1774
N 2.675 -1.220 -1.827 -1.8569 7.4624 1.5458 -0.3601
C 3.583 -0.432 -0.927 1.4820 -0.1182 0.9718 0.4618
H 4.118 -4.861 0.479 0.0222 2.3249 -0.8330 0.2807
H 6.175 -3.258 -0.553 -2.4898 0.8345 -0.0939 -0.3068
H 4.869 -2.941 -1.879 0.1026 -0.0769 2.5239 0.2394
H 6.930 -1.158 1.123 -2.3923 1.6256 -0.9024 -0.0159
H 6.616 1.605 1.778 -1.7481 -1.2943 -1.6242 0.2786
H 4.379 3.032 0.751 0.3677 -2.9673 -0.6703 0.3194
H -1.446 1.466 1.942 -1.2724 -1.3561 -1.7997 0.4462
H -3.300 -0.289 2.961 0.3398 0.1432 -2.5456 0.2294
H -4.884 -1.995 1.281 1.8825 1.7066 -0.9618 0.0452
H -4.574 -1.741 -1.458 1.5592 2.3201 1.7449 0.7931
H -2.714 0.114 -2.596 -0.1916 -0.2008 2.6322 0.3074
H 0.711 -0.815 -2.947 2.0702 1.1657 1.8339 0.2746
Br -5.052 4.125 -0.007 0.2180 -0.1427 -0.1186 -0.1671
C -6.399 2.826 -0.559 -0.4394 0.1941 0.2616 -0.7091
C -6.486 1.679 0.421 -1.0799 1.1444 0.4474 -0.8205
Br -5.002 0.435 0.183 -6.3992 4.5232 -0.8663 0.3127
H -6.142 2.512 -1.574 -0.0039 0.0374 0.1962 0.4771
H -7.339 3.385 -0.583 0.1331 0.0075 -0.1346 0.3037
H -7.386 1.085 0.240 0.0203 0.1653 -0.0208 0.3604
H -6.470 1.999 1.467 -0.2170 0.2515 -0.1554 0.3561
Br -8.228 3.918 3.678 -0.0312 0.0308 0.0238 -0.1734
C -9.042 4.805 2.143 0.0430 -0.1942 -0.1148 -0.1883
C -8.050 5.703 1.442 -0.1340 0.1752 -0.0833 -0.3170
Br -7.786 7.366 2.426 0.0662 -0.0992 -0.0344 -0.1528
H -9.924 5.335 2.512 0.2664 -0.0634 -0.1158 0.4453
H -9.362 3.993 1.483 0.0820 0.2130 0.0963 -0.0321
H -8.432 6.010 0.464 -0.0100 -0.1098 0.1713 0.3281
H -7.065 5.247 1.315 -0.3087 0.0877 0.1147 0.0652
Br 8.833 -4.450 -2.767 0.0913 0.1934 0.1508 -0.1359
C 10.113 -4.023 -1.359 0.0338 -0.2370 -0.1901 -0.5790
C 9.517 -4.253 0.010 0.2428 0.0419 0.2708 -0.3291
Br 8.300 -2.809 0.501 0.8243 -0.5278 -0.0506 -0.0215
H 10.438 -2.992 -1.524 -0.1230 -0.2367 0.1478 0.3758
H 10.958 -4.696 -1.529 -0.1341 0.1175 0.1367 0.3891
H 10.296 -4.240 0.778 -0.0628 0.0161 -0.1997 -0.0275
H 8.952 -5.186 0.087 0.1261 0.2326 -0.1345 0.4330
Br 6.766 -4.077 -5.567 -0.0568 0.0918 -0.0381 -0.1674
C 6.943 -2.154 -5.840 -0.2385 -0.0728 -0.0613 -0.6023
C 8.032 -1.843 -6.841 0.1595 0.2393 0.0223 -0.5388
Br 9.800 -2.021 -6.037 -0.0822 -0.0610 -0.1080 -0.1274
H 7.114 -1.706 -4.858 0.0666 -0.1004 -0.2628 0.3651
H 5.969 -1.830 -6.217 0.2000 -0.0356 0.0224 0.3408
H 7.971 -0.799 -7.164 -0.0594 -0.1882 0.0982 0.3388
H 8.013 -2.493 -7.720 -0.0661 0.1027 0.2821 0.3723
Br -4.034 1.623 5.061 -0.0102 0.0868 0.1358 -0.1376
C -3.857 3.546 4.787 -0.2305 0.0230 -0.1387 -0.3508
C -2.768 3.857 3.786 0.1344 0.2317 0.0157 -0.2752
Br -1.000 3.679 4.590 -0.0810 -0.0935 -0.1048 -0.1464
H -3.686 3.994 5.769 0.0588 -0.1250 -0.2767 0.4097
H -4.831 3.870 4.410 0.1743 -0.0346 -0.0101 0.1552
H -2.829 4.901 3.463 -0.0638 -0.1985 0.0782 0.3625
H -2.787 3.207 2.908 -0.0850 0.1238 0.2149 0.0108
Br -5.973 -4.364 0.426 -0.1138 -0.0592 -0.1436 -0.1049
C -5.469 -5.362 -1.172 -0.0458 -0.1875 0.1084 -0.5782
C -3.979 -5.286 -1.416 0.1452 -0.1287 -0.3941 -0.5699
Br -3.476 -3.562 -2.177 0.3891 -1.3110 -0.3415 -0.0452
H -6.065 -4.965 -1.998 0.2393 -0.0579 0.1860 0.3705
H -5.774 -6.392 -0.972 0.1076 0.1764 -0.0234 0.3535
H -3.672 -6.025 -2.162 -0.1439 0.0638 0.1732 0.3288
H -3.383 -5.421 -0.510 -0.2231 0.0739 -0.1798 0.3858
Br -11.591 6.568 -0.194 -0.0008 -0.0902 -0.0748 -0.1291
C -12.938 5.269 -0.745 -0.0824 0.2458 0.0465 -0.5403
C -13.025 4.122 0.235 -0.1078 -0.2176 -0.0819 -0.5898
Br -11.542 2.878 -0.003 -0.0711 0.0298 0.0427 -0.1291
H -12.682 4.955 -1.761 -0.0442 -0.0194 0.3083 0.3657
H -13.878 5.828 -0.769 0.1425 -0.1481 0.0517 0.3294
H -13.926 3.528 0.054 0.1573 0.1451 -0.0063 0.3384
H -13.010 4.442 1.280 0.0242 0.0134 -0.2998 0.3694
Br 13.044 -2.475 1.118 0.0353 -0.0049 0.0765 -0.1253
C 13.195 -3.394 2.832 -0.0090 -0.2060 -0.1936 -0.6218
C 11.968 -3.166 3.684 0.0307 0.0571 0.3269 -0.3800
Br 11.989 -1.389 4.488 -0.0770 -0.1164 -0.1245 -0.1162
H 14.120 -3.047 3.300 -0.3084 -0.0317 -0.0570 0.4169
H 13.297 -4.453 2.578 -0.0555 0.1672 0.0893 0.3332
H 11.951 -3.860 4.529 0.0556 0.0843 -0.1924 0.3640
H 11.031 -3.254 3.128 0.2627 0.0370 0.0481 0.1361
```
Forces are in eV/Å.

Output
E_LUMO = -0.9 eV
HOMO-LUMO gap = 5.79 eV